Computed, not measured: the molecule C4H7NOS2 at a distorted geometry, with ωB97M-V/def2-TZVPD.

Last columns: bonded neighbours and bond lengths (Å).
CARTESIAN COORDINATES (ANGSTROEM)
1 C 1.00 1.16 0.25  C2 1.335, N5 1.365, H9 1.080
2 C 1.86 0.14 0.13  C1 1.335, S8 1.835, H10 1.184
3 C 0.35 -0.47 -1.92  S8 1.751, H11 0.998, H12 1.058
4 C -1.93 -0.12 1.35  S7 1.851, H13 1.048, H14 1.091, H15 1.049
5 N -0.14 1.31 -0.48  C1 1.365, S7 1.654
6 O 0.35 -2.20 0.02  S8 1.490
7 S -1.68 1.25 0.14  C4 1.851, N5 1.654
8 S 1.31 -1.37 -0.76  C2 1.835, C3 1.751, O6 1.490
9 H 1.34 1.92 0.94  C1 1.080
10 H 2.98 0.14 0.51  C2 1.184
11 H -0.63 -0.65 -2.02  C3 0.998
12 H 0.90 0.07 -2.64  C3 1.058
13 H -2.73 -0.64 0.92  C4 1.048
14 H -1.84 0.26 2.37  C4 1.091
15 H -1.14 -0.79 1.18  C4 1.049

For the calculated total energy, the calculation gives -29463.1765 eV. The expectation value of S² is 2.011. The energy above the lowest of the compared OMol25 structures with the same formula, charge and spin comes out at 1.123 eV. As for the frontier orbital gap (spin up / spin down): 7.8 / 7.2 eV. As for the net charge: 0. The calculation puts the HOMO energy (spin up / spin down) at -7.23 / -9.17 eV. The multiplicity is 3.

Löwdin population analysis, charges in e, atoms 1 to 5:
1. C -0.35
2. C -0.26
3. C -0.19
4. C -0.30
5. N -0.39